Record 1
Molecular formula: C4H12InO4
Method: DFT, ωB97M-V with the def2-TZVPD basis set

relative energy (zero: lowest compared OMol25 entry of this formula, charge and spin): 37.1 kcal per mole
frontier orbital gap: 1.68 eV
spin multiplicity: 1
LUMO level: -17.13 eV
charge: +3
HOMO level: -0.6912 hartree

Atoms and positions in Å:
1 In -2.8360 -2.9447 0.7652
2 C -2.6510 1.7781 3.9320
3 C -1.9810 2.5067 2.7747
4 O -1.5600 1.6440 1.7262
5 O -3.4830 0.7105 3.5374
6 H -3.1509 2.3943 4.6793
7 H -1.8748 1.2235 4.4593
8 H -1.1723 3.1310 3.1547
9 H -2.7064 3.2883 2.5488
10 H -0.8151 2.1750 1.4353
11 H -4.2578 0.9797 4.0362
12 C 3.1400 -1.8480 -3.7926
13 C 1.6776 -1.5171 -3.2625
14 O 1.4948 -2.2600 -2.0408
15 O 4.1956 -1.4278 -2.9651
16 H 3.1163 -1.3702 -4.7720
17 H 3.2164 -2.9302 -3.8977
18 H 0.9048 -1.8050 -3.9752
19 H 1.6502 -0.4378 -3.1130
20 H 2.3752 -2.4397 -1.7028
21 H 4.7175 -0.8507 -3.5275

Cartesian forces, eV/Å:
-0.2 -0.3 0.0
-1.3 -1.5 -0.1
1.4 -1.1 0.0
-1.1 1.9 1.8
0.6 1.7 0.2
0.2 0.5 -0.3
1.4 0.0 0.3
0.5 -0.1 0.0
-1.1 0.2 -0.8
0.8 -0.4 -1.0
-1.3 -1.0 0.0
1.5 0.9 -0.4
-0.8 -2.1 2.2
-0.2 1.1 -2.4
-1.9 -1.0 -1.1
0.3 0.2 -0.1
-0.5 -0.5 0.3
0.1 -0.1 0.1
0.5 0.5 0.1
0.4 0.2 1.0
0.8 0.8 0.2

natural (NBO) atomic charge list, values in e, 8 entries: atom 1 (In): 0.999, atom 2 (C): -0.109, atom 3 (C): -0.111, atom 4 (O): -0.497, atom 5 (O): -0.480, atom 6 (H): 0.255, atom 7 (H): 0.318, atom 8 (H): 0.254

---

Record 2
Molecular formula: C4H12N2
Method: DFT, ωB97M-V with the def2-TZVPD basis set

relative energy (zero: lowest compared OMol25 entry of this formula, charge and spin): 106.0 kcal per mole
frontier orbital gap (spin up / spin down): 5.96 / 5.95 eV
spin multiplicity: 2
LUMO level (spin up / spin down): 4.06 / 4.06 eV
charge: -1
HOMO level (spin up / spin down): -0.0699 / -0.0694 hartree

Atoms and positions in Å:
1 C 2.4685 -0.4347 0.2984
2 C 1.1320 0.2384 -0.0788
3 C 0.4355 -0.6376 -1.1034
4 N 0.3050 0.2539 1.1353
5 C -1.0386 0.8594 0.8637
6 N -2.8239 -0.0623 -0.6389
7 H 3.2060 -0.6136 -0.4894
8 H 2.2611 -1.3551 0.8575
9 H 2.9284 0.2115 1.0625
10 H 1.3867 1.2776 -0.3447
11 H 0.9876 -0.9053 -2.0077
12 H -0.5893 -0.3205 -1.3515
13 H 0.2451 -1.5555 -0.5142
14 H -1.0401 -0.2311 0.7078
15 H -0.9718 1.4339 -0.0668
16 H -2.1396 1.0052 0.9288
17 H -3.2963 0.5843 -1.2730
18 H -3.2439 -0.9659 -0.8556

Cartesian forces, eV/Å:
-0.1 0.5 1.5
0.4 -0.3 0.3
-0.9 -0.5 0.0
0.3 1.3 2.2
2.4 0.3 -2.3
-0.6 0.0 -0.4
-0.4 0.1 -0.2
0.0 -0.1 -0.4
0.2 -0.1 -0.2
-0.4 -0.1 -0.6
0.3 0.2 0.1
0.2 0.2 -0.1
0.2 0.0 -0.5
-1.6 -0.8 -1.3
0.3 -0.3 -0.3
0.1 -0.4 2.4
-0.1 0.0 -0.2
-0.3 -0.1 0.0

natural (NBO) atomic charge list, values in e, 8 entries: atom 1 (C): -0.609, atom 2 (C): -0.093, atom 3 (C): -0.677, atom 4 (N): -0.445, atom 5 (C): -0.577, atom 6 (N): -1.462, atom 7 (H): 0.190, atom 8 (H): 0.206

---

Record 3
Molecular formula: C4H12N2
Method: DFT, ωB97M-V with the def2-TZVPD basis set

relative energy (zero: lowest compared OMol25 entry of this formula, charge and spin): 60.3 kcal per mole
frontier orbital gap: 10.43 eV
spin multiplicity: 1
LUMO level: 0.99 eV
SMILES: C=CC.NCN
HOMO level: -0.3470 hartree

Atoms and positions in Å:
1 C 2.2102 0.8529 0.2340
2 C 1.3564 1.8494 0.4124
3 C 1.7316 2.9139 1.2914
4 H 2.1441 -0.1492 -0.1408
5 H 3.1035 0.7885 0.7606
6 H 0.3700 1.6722 0.1616
7 H 2.7081 2.7459 1.6979
8 H 0.9342 3.1396 2.0442
9 H 1.8749 3.9176 0.8212
10 N -2.4888 -3.0221 -0.2381
11 C -2.2199 -1.9694 -1.2306
12 N -1.1931 -1.0265 -0.6802
13 H -1.8144 -3.8334 -0.2086
14 H -2.6369 -2.4952 0.6167
15 H -3.1026 -1.2908 -1.3412
16 H -2.0164 -2.1831 -2.3385
17 H -0.7328 -0.4012 -1.3611
18 H -0.2281 -1.5090 -0.5009

Cartesian forces, eV/Å:
-0.3 -0.9 0.1
1.4 -2.2 -0.1
-0.5 3.5 0.9
-1.3 -0.1 -1.1
1.9 1.0 0.9
-2.0 0.2 -1.0
0.3 -0.3 0.8
0.8 -0.5 -0.2
-0.4 -0.6 -0.2
0.4 -0.2 -1.8
0.4 1.4 -0.8
3.6 -0.7 0.0
-0.9 1.8 0.2
0.4 -0.8 0.2
0.3 -0.8 0.5
0.0 -1.0 1.7
-1.4 0.2 -0.3
-2.5 0.1 0.2

natural (NBO) atomic charge list, values in e, 8 entries: atom 1 (C): -0.397, atom 2 (C): -0.174, atom 3 (C): -0.645, atom 4 (H): 0.188, atom 5 (H): 0.172, atom 6 (H): 0.204, atom 7 (H): 0.214, atom 8 (H): 0.220

---

Record 4
Molecular formula: C4H12N2
Method: DFT, ωB97M-V with the def2-TZVPD basis set

relative energy (zero: lowest compared OMol25 entry of this formula, charge and spin): 29.5 kcal per mole
frontier orbital gap: 9.24 eV
spin multiplicity: 1
LUMO level: 1.10 eV
SMILES: C=CN.CCN
HOMO level: -0.2991 hartree

Atoms and positions in Å:
1 C -0.3801 -2.4779 -0.9734
2 C -0.6491 -3.1694 0.1318
3 N -0.3456 -4.5141 0.3091
4 H 0.2150 -2.8945 -1.7720
5 H -0.5078 -1.4051 -0.8998
6 H -1.0401 -2.7420 1.0419
7 H -0.0885 -5.0097 -0.5329
8 H -0.8755 -5.0883 0.9398
9 C 0.4301 4.2298 0.8832
10 C -0.0602 3.2111 -0.1697
11 N 0.8420 2.0681 -0.3303
12 H -0.2800 5.0146 1.0919
13 H 0.7080 3.6590 1.7756
14 H 1.4085 4.6004 0.5779
15 H -1.0193 2.7930 0.1371
16 H -0.1053 3.7606 -1.1014
17 H 1.6564 2.3432 -0.8528
18 H 0.9866 1.5862 0.5410

Cartesian forces, eV/Å:
0.3 0.7 0.9
0.2 -1.0 0.1
0.4 -0.3 -0.4
-0.3 -0.1 -0.3
0.0 0.0 -0.4
-0.3 0.4 -0.1
0.0 0.0 0.1
-0.2 0.3 0.1
0.8 -1.4 -0.1
0.7 0.1 0.9
-1.0 0.5 -0.7
-0.1 0.3 0.1
-0.5 0.2 0.3
-0.1 0.5 -0.3
-0.2 0.3 -0.3
-0.5 -0.3 -0.4
0.5 -0.3 0.4
0.6 0.0 0.0

natural (NBO) atomic charge list, values in e, 8 entries: atom 1 (C): -0.539, atom 2 (C): 0.018, atom 3 (N): -0.822, atom 4 (H): 0.193, atom 5 (H): 0.213, atom 6 (H): 0.186, atom 7 (H): 0.371, atom 8 (H): 0.379